C20H19N3O7P2Sn as an isolated structure, computed with wB97M-V/def2-TZVPD.

The geometry in XYZ format:
```
52
Properties=species:S:1:pos:R:3:nbo_charge:R:1
Sn 0.03 1.32 0.27 1.408
C 0.19 0.01 4.95 -0.266
C -0.30 0.26 3.65 0.065
N 0.45 0.20 2.59 -0.476
C 1.77 -0.09 2.71 0.191
C 2.37 -0.29 3.96 -0.093
C 1.53 -0.24 5.10 -0.128
C 3.77 -0.52 4.05 -0.230
C 4.50 -0.52 2.90 -0.180
C 3.89 -0.34 1.63 -0.268
C 2.53 -0.16 1.49 0.174
N 1.84 0.00 0.30 -0.772
C 2.22 -0.65 -0.85 0.177
C 3.12 -1.70 -0.97 -0.286
C 3.40 -2.30 -2.22 -0.173
C 2.82 -1.87 -3.37 -0.248
C 1.87 -0.82 -3.30 -0.095
C 1.19 -0.32 -4.44 -0.101
C 0.27 0.68 -4.30 -0.268
C 0.00 1.19 -3.02 0.084
N 0.62 0.75 -1.95 -0.540
C 1.57 -0.23 -2.06 0.205
H -0.47 0.06 5.80 0.223
H -1.34 0.53 3.50 0.193
H 1.95 -0.41 6.08 0.217
H 4.23 -0.66 5.01 0.212
H 5.57 -0.66 2.94 0.215
H 4.51 -0.35 0.75 0.223
H 3.60 -2.09 -0.09 0.221
H 4.11 -3.11 -2.25 0.213
H 3.05 -2.32 -4.33 0.213
H 1.41 -0.75 -5.41 0.216
H -0.26 1.07 -5.16 0.230
H -0.73 1.96 -2.87 0.250
C -5.19 0.52 -0.34 -0.646
C -3.71 0.87 -0.22 -0.489
O -3.38 1.35 1.09 -0.713
P -2.64 -0.57 -0.60 2.380
O -3.42 -1.81 0.07 -0.983
O -2.67 -0.77 -2.14 -1.026
O -1.26 -0.47 0.01 -1.154
P -3.24 2.17 -1.46 2.390
O -4.26 3.37 -1.17 -0.987
O -3.57 1.54 -2.78 -1.144
O -1.83 2.58 -1.15 -1.178
H -5.46 -0.31 0.32 0.214
H -5.45 0.25 -1.36 0.248
H -5.77 1.40 -0.06 0.236
H -3.71 0.73 1.74 0.470
H -2.86 -2.60 0.13 0.519
H -2.99 0.09 -2.61 0.548
H -3.87 4.01 -0.56 0.511
```

Results
Net charge: 0
Energy, hartree: -2361.82832

A 2-piece molecular cluster, C20H19N4O6S3 overall, computed with wB97M-V/def2-TZVPD.

The geometry in XYZ format:
```
52
Properties=species:S:1:pos:R:3:nbo_charge:R:1
C -2.29 4.41 -4.92 -0.411
C -2.53 5.01 -3.52 -0.415
C -2.64 3.83 -2.54 -0.210
N -2.30 2.67 -3.35 -0.458
C -2.18 1.41 -2.82 -0.064
S -2.36 1.26 -1.15 -0.424
S -1.87 0.15 -3.88 -0.370
C -2.49 2.89 -4.77 -0.214
H -2.95 4.82 -5.68 0.197
H -1.26 4.61 -5.24 0.196
H -1.71 5.68 -3.23 0.198
H -3.45 5.60 -3.49 0.194
H -1.95 3.94 -1.69 0.218
H -3.66 3.76 -2.14 0.186
H -3.51 2.62 -5.09 0.174
H -1.78 2.31 -5.38 0.238
C 1.75 2.53 4.40 -0.634
C 1.79 1.68 3.15 0.014
C 2.98 1.05 2.78 -0.229
C 3.05 0.30 1.61 -0.189
C 1.90 0.15 0.81 -0.298
S 1.96 -0.87 -0.64 2.307
O 1.34 -0.24 -1.77 -0.868
O 3.24 -1.51 -0.72 -0.912
N 0.80 -2.07 -0.25 -0.604
C 0.96 -3.01 0.79 0.112
C 1.95 -3.13 1.75 -0.186
C 1.78 -4.14 2.71 0.009
N 2.72 -4.25 3.79 0.506
O 2.61 -5.20 4.59 -0.394
O 3.61 -3.38 3.89 -0.394
C 0.67 -5.03 2.67 -0.186
C -0.32 -4.88 1.69 -0.221
C -0.17 -3.87 0.75 0.043
C -1.00 -3.39 -0.34 -0.083
N -2.24 -3.93 -0.74 0.506
O -2.72 -4.90 -0.11 -0.425
O -2.81 -3.43 -1.73 -0.350
C -0.39 -2.28 -0.91 0.126
C 0.71 0.80 1.16 -0.190
C 0.65 1.53 2.35 -0.205
H 0.74 2.89 4.61 0.219
H 2.10 1.97 5.27 0.222
H 2.40 3.41 4.31 0.222
H 3.86 1.17 3.42 0.215
H 3.97 -0.19 1.33 0.239
H 2.82 -2.47 1.79 0.265
H 0.60 -5.81 3.42 0.246
H -1.20 -5.53 1.65 0.255
H -0.75 -1.67 -1.73 0.320
H -0.15 0.74 0.51 0.281
H -0.28 2.00 2.65 0.225
```

Results
Energy above the lowest of the compared OMol25 structures with the same formula, charge and spin, eV: 0.0000
Net charge: -1

A 2-piece molecular cluster, C20H19N5O2 overall, computed with wB97M-V/def2-TZVPD.

The geometry in XYZ format:
```
46
Properties=species:S:1:pos:R:3:nbo_charge:R:1
C -4.96 2.36 -1.64 -0.259
O -4.71 0.96 -1.84 -0.479
C -3.44 0.50 -1.67 0.379
C -3.24 -0.88 -1.90 -0.270
C -2.00 -1.43 -1.70 -0.095
C -0.89 -0.63 -1.29 -0.216
C 0.37 -1.26 -1.11 0.149
C 1.64 -0.72 -1.42 -0.124
C 2.82 -1.50 -1.18 -0.099
C 4.07 -0.98 -1.36 -0.279
C 4.22 0.39 -1.72 0.393
O 5.47 0.90 -1.64 -0.475
C 5.66 2.32 -1.76 -0.259
C 3.08 1.15 -2.07 -0.321
C 1.82 0.58 -1.97 -0.118
C -1.13 0.74 -1.00 -0.020
C -2.37 1.31 -1.22 -0.338
H -6.03 2.48 -1.82 0.209
H -4.71 2.65 -0.61 0.190
H -4.39 2.97 -2.36 0.182
H -4.09 -1.47 -2.24 0.235
H -1.84 -2.50 -1.86 0.220
H 0.34 -2.29 -0.77 0.256
H 2.71 -2.53 -0.83 0.229
H 4.98 -1.54 -1.19 0.239
H 6.74 2.46 -1.64 0.213
H 5.35 2.67 -2.76 0.184
H 5.11 2.86 -0.98 0.192
H 3.19 2.18 -2.41 0.230
H 0.95 1.14 -2.30 0.232
H -0.33 1.33 -0.55 0.216
H -2.54 2.37 -1.01 0.227
N -0.97 -1.29 5.88 -0.797
C -1.30 -0.99 4.61 0.399
N -2.44 -0.36 4.28 -0.551
C -2.68 -0.09 2.98 0.233
N -1.89 -0.40 1.91 -0.546
C -0.79 -1.07 2.17 0.294
C -0.42 -1.39 3.55 -0.041
N 0.73 -2.10 3.54 -0.530
C 1.06 -2.22 2.21 0.152
N 0.15 -1.65 1.37 -0.576
H -0.10 -1.75 6.08 0.410
H -1.55 -0.95 6.63 0.395
H -3.61 0.44 2.75 0.164
H 1.95 -2.74 1.87 0.171
```

Results
Energy above the lowest of the compared OMol25 structures with the same formula, charge and spin, eV: 4.6836
Net charge: 0

A single C20H19N5OS molecule, computed with wB97M-V/def2-TZVPD.

The geometry in XYZ format:
```
46
Properties=species:S:1:pos:R:3:nbo_charge:R:1
C 5.43 -2.77 -2.10 -0.652
C 4.91 -1.69 -1.20 0.286
N 3.91 -2.01 -0.40 -0.491
C 3.45 -1.06 0.41 0.275
N 3.90 0.18 0.49 -0.533
C 4.91 0.51 -0.31 0.284
C 5.46 -0.41 -1.19 -0.338
H 6.27 -0.14 -1.85 0.219
C 5.40 1.92 -0.23 -0.652
H 4.99 2.41 0.65 0.234
H 6.48 1.95 -0.19 0.226
H 5.08 2.48 -1.11 0.232
S 2.15 -1.56 1.46 0.285
C 1.79 0.01 2.35 -0.545
C 0.72 0.79 1.65 -0.010
C -0.62 0.61 1.99 -0.217
C -1.62 1.30 1.33 -0.181
C -1.29 2.18 0.30 -0.101
C 0.05 2.37 -0.03 -0.175
C 1.04 1.68 0.63 -0.214
H 2.08 1.82 0.37 0.229
H 0.30 3.08 -0.81 0.230
C -2.29 2.98 -0.44 0.649
O -2.08 4.10 -0.85 -0.588
N -3.52 2.41 -0.67 -0.430
N -3.83 1.14 -0.39 -0.212
C -4.98 0.68 -0.69 0.035
C -5.32 -0.69 -0.38 -0.139
C -4.40 -1.57 0.19 -0.141
C -4.79 -2.86 0.47 -0.251
C -6.10 -3.24 0.17 0.040
N -6.98 -2.41 -0.36 -0.413
C -6.61 -1.18 -0.63 0.054
H -7.37 -0.54 -1.07 0.189
H -6.46 -4.24 0.37 0.194
H -4.11 -3.57 0.90 0.223
H -3.39 -1.23 0.39 0.235
H -5.75 1.30 -1.17 0.161
H -4.19 3.00 -1.17 0.377
H -2.65 1.16 1.62 0.228
H -0.88 -0.08 2.78 0.209
H 1.48 -0.29 3.35 0.231
H 2.73 0.56 2.38 0.266
H 6.48 -2.96 -1.89 0.227
H 4.86 -3.67 -1.95 0.239
H 5.34 -2.45 -3.14 0.227
```

Results
Energy above the lowest of the compared OMol25 structures with the same formula, charge and spin, eV: 1.3571
Net charge: 0
SMILES: Cc1cc(C)nc(SCc2ccc(C(=O)N/N=C/c3cccnc3)cc2)n1

C20H20AsCl2N2O5S5Sc as an isolated structure, computed with wB97M-V/def2-TZVPD.

The geometry in XYZ format:
```
56
Properties=species:S:1:pos:R:3:nbo_charge:R:1
Sc -2.37 -2.72 0.28 1.433
Cl -5.37 3.23 -3.19 -0.058
C -4.86 1.91 -2.16 -0.118
C -5.55 1.67 -0.96 -0.198
C -5.17 0.65 -0.13 -0.232
C -4.08 -0.21 -0.45 0.450
O -3.76 -1.16 0.33 -0.729
C -3.41 0.05 -1.68 -0.291
C -2.32 -0.76 -2.15 0.486
O -1.82 -1.73 -1.59 -0.593
C -3.81 1.11 -2.52 -0.137
H -6.38 2.31 -0.70 0.211
H -5.70 0.46 0.79 0.213
H -1.92 -0.48 -3.14 0.127
H -3.28 1.29 -3.44 0.214
S -2.50 -3.44 2.77 -0.698
As -0.40 -2.99 2.35 0.980
S -0.18 -4.10 0.45 -0.719
S -0.66 -0.98 1.52 -0.752
S 1.07 -3.26 3.84 -0.743
C 3.19 1.21 4.19 -0.605
C 2.17 1.27 3.06 -0.413
C 2.74 0.72 1.76 -0.221
N 1.77 0.79 0.68 -0.596
C 1.47 1.83 -0.07 0.281
S 0.13 1.99 -1.03 -0.234
N 2.41 2.91 -0.03 -0.666
C 3.72 2.95 -0.40 0.661
O 4.35 4.00 -0.30 -0.629
C 4.37 1.72 -0.96 -0.084
C 5.74 1.58 -0.72 -0.198
C 6.42 0.48 -1.21 -0.227
C 5.74 -0.47 -1.97 -0.203
C 4.39 -0.31 -2.24 -0.199
C 3.70 0.78 -1.74 -0.201
H 2.77 1.58 5.13 0.206
H 4.08 1.81 3.96 0.186
H 3.51 0.18 4.36 0.215
H 1.84 2.30 2.90 0.188
H 1.28 0.68 3.32 0.246
H 2.97 -0.34 1.88 0.229
H 3.67 1.22 1.50 0.187
H 1.06 0.03 0.79 0.463
H 1.99 3.82 0.07 0.425
H 6.24 2.33 -0.14 0.227
H 7.47 0.36 -1.00 0.204
H 6.27 -1.34 -2.35 0.206
H 3.86 -1.05 -2.83 0.220
H 2.65 0.90 -1.97 0.245
Cl -7.60 -3.01 -1.16 -0.100
C -6.13 -3.61 -0.33 -0.473
C -4.85 -3.50 -1.15 0.781
O -4.81 -3.01 -2.26 -0.641
O -3.86 -3.97 -0.46 -0.788
H -6.31 -4.64 -0.06 0.222
H -6.00 -3.02 0.58 0.241
```

Results
Energy above the lowest of the compared OMol25 structures with the same formula, charge and spin, eV: 0.4380
Net charge: -2

Taking the records one at a time from the top gives max |F| values of 0.5, 3.1, 3.6, 1.2, 0.6 eV/A.